Entry from the Open Molecules 2025 dataset: 2 unconnected molecules or ions with the total composition C4H14N2OS in a non-equilibrium geometry (the ωB97M-V functional and the def2-TZVPD basis).

```
22
Properties=species:S:1:pos:R:3:forces:R:3
N 2.259499 -0.459095 1.552148 -2.4 -2.2 0.5
C 1.191809 -1.021823 0.568565 1.2 1.6 -0.1
C 1.301986 -0.280010 -0.826115 -1.9 -0.7 0.3
C -0.127187 0.135595 -1.275679 -0.8 0.8 -0.9
S -0.075026 1.377003 -2.694308 0.0 -1.7 -0.2
C -0.360578 -0.856814 1.367442 2.7 -0.3 -0.7
N -0.278342 -1.998906 2.253084 1.5 -1.5 2.4
H 2.787550 0.356443 1.416160 0.7 1.2 -1.7
H 1.695816 -0.159789 2.324868 -0.1 -0.3 0.9
H 1.566952 -2.119407 0.365536 -1.6 1.8 0.8
H 1.854097 -0.863229 -1.598346 -0.9 0.0 0.5
H 1.809378 0.644996 -0.871509 1.0 1.0 1.0
H -0.841995 0.645851 -0.514302 1.8 -1.1 -1.0
H -0.662075 -0.715876 -1.712357 -0.1 0.2 0.3
H -0.174248 2.429820 -1.949879 0.0 1.1 0.8
H -1.201096 -1.002242 0.673464 0.4 0.0 0.0
H -0.528816 0.196972 1.857303 0.8 -1.8 -0.8
H -0.785492 -1.933552 3.188351 1.3 0.0 -1.9
H 0.745491 -2.447319 2.350342 -3.4 1.7 0.0
H -2.872272 1.537087 0.322857 -1.0 0.0 2.8
H -2.939956 0.340153 1.201046 -0.4 0.7 0.7
O -3.144650 1.300296 1.301686 1.4 -0.7 -3.6
```
Positions in Å, forces in eV/Å.

Multiplicity   1
Orbital gap   9.5 eV
Energy above the lowest of the compared OMol25 structures with the same formula, charge and spin   66.2 kcal per mole
E_tot   -20235.1588 eV
Max |F|   3.90 eV/Å
SMILES   NC[C@H](N)CCS.O
HOMO level   -9.0 eV